This record from OMol25 describes a molecular structure, C16H10Cl6CuN2O3S2. The level of theory is ωB97M-V/def2-TZVPD.

Last column: Löwdin spin population.
Cartesian coordinates (Å):
1 Cu 0.208 0.276 -0.024  0.76
2 Cl -3.115 -3.645 5.143  0.00
3 C -2.281 -2.980 3.772  0.00
4 C -1.560 -1.807 3.915  0.00
5 C -0.903 -1.296 2.810  0.00
6 Cl 0.014 0.171 3.023  0.00
7 C -0.933 -1.895 1.533  0.01
8 O -0.324 -1.445 0.484  0.08
9 C -1.696 -3.087 1.466  0.01
10 Cl -1.798 -3.895 -0.060  0.00
11 C -2.352 -3.630 2.551  0.00
12 H -1.505 -1.298 4.865  0.00
13 H -2.916 -4.544 2.442  0.00
14 C -2.051 0.195 -2.830  0.00
15 C -0.593 0.325 -3.091  0.00
16 N 0.316 0.321 -2.159  0.01
17 C 1.586 0.446 -2.657  0.00
18 C 1.653 0.565 -4.009  0.00
19 S 0.071 0.508 -4.663  0.00
20 C 2.660 0.426 -1.664  0.00
21 C 4.000 0.504 -1.872  0.00
22 S 4.818 0.472 -0.370  0.00
23 C 3.331 0.349 0.457  0.00
24 N 2.293 0.333 -0.337  0.02
25 C 3.242 0.272 1.940  0.00
26 H -2.203 -0.074 -1.788  0.00
27 H -2.497 -0.567 -3.468  0.00
28 H -2.560 1.142 -3.022  0.00
29 H 2.525 0.671 -4.631  0.00
30 H 4.524 0.579 -2.809  0.00
31 H 4.228 0.328 2.398  0.00
32 H 2.762 -0.658 2.240  0.00
33 H 2.638 1.100 2.306  0.00
34 Cl -2.050 4.433 1.186  0.00
35 C -2.061 3.527 -0.336  0.00
36 Cl -3.663 2.829 -0.594  0.00
37 Cl -1.677 4.607 -1.679  0.00
38 C -0.965 2.433 -0.208  0.01
39 O 0.200 2.702 -0.486  0.03
40 O -1.364 1.305 0.225  0.07

Cartesian forces (eV/Å) of the 3 atoms listed first:
Cu 0.61 0.24 -0.03
Cl -0.04 -0.03 0.08
C 0.01 0.06 0.04

Summary:
- Net charge: 0
- 2S+1: 2
- HOMO (spin up / spin down): -7.69 / -7.67 eV
- Kohn-Sham gap (spin up / spin down): 7.47 / 6.54 eV

This record from OMol25 describes a molecular structure, C16H10ClEuF5. The level of theory is ωB97M-V/def2-TZVPD.

Last column: Löwdin spin population.
Cartesian coordinates (Å):
1 C 0.129 -1.527 -2.570  -0.01
2 C -0.792 -0.581 -3.138  -0.01
3 C -2.030 -0.690 -2.440  -0.01
4 H -0.584 0.110 -3.951  0.00
5 C -1.872 -1.664 -1.398  0.00
6 C -0.550 -2.195 -1.486  -0.01
7 H -0.115 -2.878 -0.762  0.00
8 H 1.184 -1.578 -2.847  0.00
9 H -2.959 -0.171 -2.700  0.00
10 H -2.645 -1.943 -0.686  0.00
11 Eu 0.329 0.384 -0.712  6.09
12 Cl 2.455 1.399 -1.563  -0.01
13 C -0.634 2.786 0.460  0.00
14 C -1.818 2.056 0.812  -0.01
15 C -2.602 1.883 -0.372  0.00
16 H -2.097 1.671 1.796  0.00
17 C -1.916 2.490 -1.459  0.00
18 C -0.699 3.057 -0.956  -0.01
19 H 0.104 3.519 -1.560  0.00
20 H 0.231 3.031 1.089  0.00
21 H -3.566 1.379 -0.419  0.00
22 H -2.252 2.545 -2.495  0.00
23 F 2.293 -1.925 -0.325  0.00
24 C 2.087 -1.554 0.991  0.00
25 C 1.027 -0.769 1.408  -0.01
26 C 0.874 -0.187 2.649  0.00
27 F -0.066 0.776 2.944  0.00
28 C 1.744 -0.636 3.641  0.00
29 F 1.544 -0.202 4.937  0.00
30 C 2.764 -1.578 3.283  0.00
31 F 3.534 -2.082 4.269  0.00
32 C 2.965 -2.006 1.965  0.00
33 F 3.932 -2.918 1.594  0.00

Cartesian forces (eV/Å) of the 3 atoms listed first:
C -0.59 0.32 0.45
C -0.07 -0.44 0.75
C 0.57 -0.63 0.38

Summary:
- Net charge: -1
- 2S+1: 7
- HOMO (spin up / spin down): -4.55 / -4.59 eV
- Kohn-Sham gap (spin up / spin down): 6.36 / 7.43 eV

This record from OMol25 describes a molecular structure, C16H10ClF5Ir. The level of theory is ωB97M-V/def2-TZVPD.

Last column: Löwdin spin population.
Cartesian coordinates (Å):
1 C -0.440 2.866 0.615  0.12
2 C -1.712 2.268 0.986  0.20
3 C -2.171 1.478 -0.086  0.24
4 H -2.255 2.452 1.912  0.01
5 C -1.162 1.399 -1.066  0.23
6 C -0.116 2.349 -0.713  0.08
7 H 0.729 2.604 -1.337  0.01
8 H 0.112 3.598 1.185  0.01
9 H -3.177 1.036 -0.175  0.01
10 H -1.228 0.807 -1.987  0.01
11 Ir 0.302 0.946 0.683  2.33
12 Cl 0.010 0.259 2.845  0.40
13 C -1.526 -1.867 0.606  0.30
14 C -2.238 -1.908 -0.623  0.02
15 C -3.632 -1.976 -0.329  0.35
16 H -1.830 -1.792 -1.631  0.00
17 C -3.775 -1.940 1.100  0.08
18 C -2.482 -1.899 1.678  0.20
19 H -2.213 -1.793 2.717  0.01
20 H -0.462 -1.772 0.725  0.02
21 H -4.451 -2.135 -1.048  0.02
22 H -4.721 -2.007 1.631  0.00
23 F 3.231 2.310 0.568  0.02
24 C 3.233 1.043 0.067  0.07
25 C 2.057 0.267 0.000  0.12
26 C 2.125 -0.957 -0.684  0.08
27 F 1.020 -1.695 -0.969  0.02
28 C 3.327 -1.433 -1.198  0.00
29 F 3.326 -2.581 -1.899  0.00
30 C 4.493 -0.696 -1.051  0.05
31 F 5.638 -1.123 -1.629  0.02
32 C 4.435 0.565 -0.450  -0.01
33 F 5.551 1.330 -0.443  0.00

Cartesian forces (eV/Å) of the 3 atoms listed first:
C -1.17 1.01 -0.42
C -1.06 1.08 -0.61
C -0.98 0.21 0.99

Summary:
- Net charge: 0
- 2S+1: 6
- HOMO (spin up / spin down): -6.47 / -8.22 eV
- Kohn-Sham gap (spin up / spin down): 6.86 / 5.46 eV

This record from OMol25 describes 2 unconnected molecules or ions with the total composition C16H10F3N3O2S. The level of theory is ωB97M-V/def2-TZVPD.

Last column: Löwdin charge in e.
Cartesian coordinates (Å):
1 C 0.613 -1.167 -1.909  -0.16
2 C 1.726 -0.419 -1.906  -0.33
3 N 2.704 0.238 -1.885  0.12
4 N -0.662 -0.644 -1.889  -0.05
5 C -1.752 -1.500 -1.894  -0.04
6 C -3.026 -1.016 -1.895  -0.06
7 C -3.245 0.351 -1.894  -0.08
8 C -2.165 1.221 -1.892  -0.06
9 C -0.895 0.723 -1.889  -0.02
10 H 0.725 -2.237 -1.932  0.11
11 H -1.571 -2.560 -1.906  0.13
12 H -3.860 -1.698 -1.902  0.11
13 H -4.252 0.737 -1.902  0.10
14 H -2.334 2.286 -1.899  0.12
15 H -0.042 1.381 -1.899  0.12
16 F 2.790 -2.589 9.864  0.10
17 C 2.442 -2.375 8.587  -0.85
18 F 3.416 -2.767 7.754  0.11
19 F 1.291 -2.993 8.294  0.11
20 S 2.200 -0.594 8.379  1.15
21 N 1.799 -0.691 6.758  -0.28
22 C 0.498 -0.827 6.292  -0.41
23 O -0.528 -0.889 6.935  0.12
24 C 0.606 -0.853 4.823  -0.08
25 C 1.947 -0.712 4.483  -0.08
26 C 2.345 -0.730 3.160  0.02
27 C 1.383 -0.893 2.184  -0.05
28 C 0.046 -1.034 2.523  -0.06
29 C -0.355 -1.015 3.843  0.01
30 C 2.726 -0.592 5.728  -0.41
31 O 3.921 -0.419 5.809  0.13
32 H 3.391 -0.630 2.920  0.13
33 H 1.674 -0.907 1.145  0.10
34 H -0.688 -1.162 1.744  0.10
35 H -1.386 -1.136 4.131  0.12

Cartesian forces (eV/Å) of the 3 atoms listed first:
C -1.92 -1.59 0.07
C 3.44 2.84 0.11
N -1.65 -1.06 -0.03

Summary:
- Net charge: 0
- HOMO: -7.52 eV
- Kohn-Sham gap: 6.95 eV

Ordered energy relative to the best compared isomer or geometry (same formula, charge and spin) results: 0.0; 2.8; 1.0; 19.6; unit kcal/mol.